Record 1
The following is a quantum chemistry calculation of a structure of composition C11H27CdN3O5, from the OMol25 dataset.

Last column: Löwdin charge in e.
Atoms and positions in Å:
Cd  0.6399  -0.0551  0.7480  1.39
C  -1.3679  1.6750  2.5503  -0.37
O  -0.1568  1.4161  1.9695  -0.49
H  -2.2309  1.5201  1.8710  0.04
H  -1.5740  1.0524  3.4570  0.05
H  -1.4218  2.7070  2.9500  0.06
C  2.9169  -2.5166  0.6461  -0.37
O  2.0005  -1.5321  0.4726  -0.50
H  3.9655  -2.1606  0.5722  0.05
H  2.8679  -2.9843  1.6555  0.05
H  2.7914  -3.3193  -0.1012  0.06
C  -1.0606  -0.9514  -3.2052  0.02
C  -1.2379  0.0112  -2.0623  -0.52
O  -0.4577  0.0423  -1.1190  -0.07
N  -2.3149  0.8226  -2.0998  0.02
C  -2.5771  1.8280  -1.0886  -0.06
H  -0.2208  -1.5956  -2.9819  0.09
H  -1.0154  -0.4115  -4.1481  0.08
H  -1.9599  -1.5781  -3.2379  0.09
H  -2.8923  0.8042  -2.9216  0.13
H  -3.3500  1.4778  -0.4070  0.08
H  -2.9628  2.7264  -1.5793  0.09
H  -1.6564  2.1171  -0.5907  0.08
C  4.1039  1.4310  -1.7593  0.01
C  2.7784  2.0768  -1.4488  -0.54
O  1.9624  1.5659  -0.7169  -0.01
N  2.5461  3.2787  -2.0301  0.01
C  1.3572  4.0355  -1.7415  -0.07
H  4.7097  2.0276  -2.4508  0.07
H  4.0424  0.4293  -2.1756  0.09
H  4.6858  1.3570  -0.8382  0.09
H  3.2339  3.7174  -2.6127  0.13
H  0.9819  3.8121  -0.7474  0.09
H  0.5814  3.8497  -2.4899  0.08
H  1.5890  5.1016  -1.7792  0.08
C  -3.2501  -1.9023  2.2203  0.01
C  -1.8082  -2.2966  2.0520  -0.52
O  -1.0105  -1.5649  1.4756  -0.05
N  -1.4158  -3.4625  2.6147  0.02
C  -0.0127  -3.7939  2.7291  -0.06
H  -3.8908  -2.7108  2.5632  0.07
H  -3.6013  -1.4983  1.2679  0.08
H  -3.3146  -1.0327  2.8779  0.09
H  -2.0547  -3.8547  3.2845  0.13
H  0.2056  -4.7307  2.2185  0.09
H  0.2417  -3.9377  3.7857  0.09
H  0.6140  -2.9930  2.3514  0.06

Calculated values
* total energy: -31116.754 eV
* Kohn-Sham gap: 7.61 eV



Record 2
The following is a quantum chemistry calculation of a structure of composition C33H49AsGeN2O9PZn, from the OMol25 dataset.

Last column: Löwdin charge in e.
Atoms and positions in Å:
Zn  0.9232  0.2409  1.4298  0.65
N  3.0668  0.8920  1.9211  0.02
N  3.2856  0.6948  3.2978  0.00
C  2.1226  0.5264  4.0936  -0.72
O  2.2312  0.7326  5.3007  0.00
O  1.0808  0.1409  3.4697  -0.15
H  3.7840  0.4347  1.3747  0.09
H  2.9791  1.8773  1.6860  0.08
H  3.9329  1.3364  3.7331  0.13
O  1.2805  3.1584  1.3678  -0.02
C  1.1968  2.7576  0.1956  -0.65
O  1.0449  1.5382  -0.1465  -0.10
C  1.3269  3.7680  -0.9374  -0.17
C  1.5870  3.1558  -2.3108  -0.25
Ge  0.0657  2.1600  -3.0618  1.04
C  -1.5438  2.3690  -1.9750  -0.26
C  -2.2001  3.5971  -1.8772  -0.12
C  -3.3334  3.7377  -1.0887  -0.10
C  -3.8270  2.6452  -0.3855  -0.10
C  -3.1821  1.4206  -0.4707  -0.09
C  -2.0495  1.2881  -1.2614  -0.09
C  0.4052  0.2710  -3.4366  -0.25
C  0.9418  -0.5860  -2.4734  -0.10
C  1.1179  -1.9396  -2.7355  -0.08
C  0.7672  -2.4524  -3.9769  -0.09
C  0.2399  -1.6126  -4.9493  -0.10
C  0.0577  -0.2626  -4.6792  -0.11
C  -0.3576  2.9808  -4.8060  -0.28
C  0.6623  3.4338  -5.6433  -0.11
C  0.3871  3.9650  -6.8963  -0.10
C  -0.9257  4.0531  -7.3382  -0.11
C  -1.9547  3.6064  -6.5214  -0.10
C  -1.6696  3.0751  -5.2697  -0.11
H  2.1276  4.4548  -0.6529  0.11
H  0.4092  4.3636  -0.9302  0.10
H  2.4383  2.4742  -2.2599  0.07
H  1.8426  3.9469  -3.0209  0.06
H  -1.8303  4.4556  -2.4303  0.10
H  -3.8316  4.6976  -1.0216  0.09
H  -4.7109  2.7540  0.2326  0.09
H  -3.5407  0.5687  0.0937  0.10
H  -1.5422  0.3333  -1.3136  0.08
H  1.2090  -0.2086  -1.4977  0.07
H  1.4997  -2.5861  -1.9528  0.09
H  0.8968  -3.5083  -4.1822  0.10
H  -0.0371  -2.0095  -5.9191  0.09
H  -0.3620  0.3781  -5.4472  0.09
H  1.6956  3.3682  -5.3178  0.10
H  1.1970  4.3082  -7.5289  0.10
H  -1.1451  4.4666  -8.3150  0.09
H  -2.9821  3.6695  -6.8596  0.10
H  -2.4839  2.7296  -4.6423  0.10
C  3.0451  -5.0340  2.5935  -0.04
C  2.9619  -3.5258  2.7997  -0.63
C  3.8964  -2.7908  1.8448  -0.03
C  3.2809  -3.1524  4.2397  -0.02
O  1.5958  -3.1038  2.6139  -0.16
P  0.8931  -2.9252  1.1833  0.29
O  1.1775  -4.0308  0.2373  -0.27
O  1.1982  -1.5325  0.6538  -0.30
O  -0.6092  -2.9447  1.7662  -0.17
C  -1.7821  -3.1711  0.9537  -0.62
C  -1.8933  -4.6551  0.6295  -0.03
C  -1.7377  -2.3161  -0.3053  -0.03
C  -2.9407  -2.7225  1.8345  -0.03
H  4.0623  -5.3834  2.7865  0.08
H  2.7580  -5.2873  1.5740  0.07
H  2.3660  -5.5381  3.2836  0.09
H  4.9279  -3.0913  2.0411  0.09
H  3.8073  -1.7166  2.0052  0.06
H  3.6536  -3.0203  0.8067  0.08
H  4.2944  -3.4689  4.4960  0.09
H  2.5778  -3.6420  4.9149  0.09
H  3.2016  -2.0740  4.3790  0.08
H  -1.0253  -4.9787  0.0578  0.07
H  -2.8029  -4.8392  0.0525  0.08
H  -1.9405  -5.2366  1.5527  0.09
H  -0.9310  -2.6267  -0.9694  0.07
H  -1.5788  -1.2784  -0.0112  0.05
H  -2.6834  -2.3993  -0.8470  0.10
H  -2.9220  -3.2555  2.7867  0.09
H  -3.8925  -2.9187  1.3362  0.09
H  -2.8552  -1.6509  2.0224  0.05
C  -1.3589  -0.7611  4.5397  -0.18
As  -1.4770  0.7737  3.3851  1.03
C  -3.3566  1.2191  3.3251  -0.21
C  -0.6345  2.3318  4.1283  -0.17
O  -1.0697  0.4706  1.7937  -0.49
H  -2.3511  -1.0323  4.9004  0.03
H  -0.6821  -0.5306  5.3590  0.04
H  -0.9307  -1.5663  3.9437  0.03
H  -3.7214  1.4638  4.3231  0.03
H  -3.9115  0.3690  2.9299  0.02
H  -3.4839  2.0720  2.6597  0.03
H  -1.3959  3.0117  4.5104  0.03
H  -0.0794  2.8002  3.3131  0.03
H  0.0560  2.0292  4.9132  0.03

Calculated values
* charge: -1
* total energy: -231495.863 eV
* Kohn-Sham gap: 9.09 eV



Record 3
The following is a quantum chemistry calculation of the molecule C4H3NO3, from the OMol25 dataset.

Last column: Löwdin charge in e.
Atoms and positions in Å:
C  0.5496  -1.5362  -0.0322  -0.38
C  1.1290  0.8939  0.0268  -0.50
C  -1.1002  0.5532  -0.3012  -0.09
C  -0.5274  -0.6577  0.3025  -0.11
N  0.8580  -0.3483  0.6383  0.19
O  1.1531  -2.4626  -0.4978  0.21
O  2.1595  1.4712  0.0724  0.19
O  0.0320  1.3262  -0.6231  0.07
H  -1.6298  0.5508  -1.2038  0.13
H  -1.6309  1.1760  0.3716  0.13
H  -0.9929  -0.9665  1.2464  0.16

Calculated values
* multiplicity: 3
* total energy: -11822.643 eV
* Kohn-Sham gap (spin up / spin down): 6.95 / 7.93 eV
* expectation value of S²: 2.01



Record 4
The following is a quantum chemistry calculation of a cluster of 2 separate species, C5H10O in total, from the OMol25 dataset.

Last column: Löwdin charge in e.
Atoms and positions in Å:
C  -2.2985  0.1079  0.1487  -0.04
C  0.7446  -0.7670  1.0344  -0.15
C  0.9474  -0.9816  -0.4364  -0.16
C  1.3256  0.4506  -0.9141  -0.15
C  0.8859  1.3003  0.2494  -0.16
O  0.7131  0.5081  1.2978  -0.05
H  -2.5296  0.0623  1.2159  0.03
H  -2.1499  -0.9050  -0.2361  0.02
H  -3.1253  0.5814  -0.3860  0.02
H  0.4001  -1.4334  1.8109  0.11
H  1.7229  -1.7228  -0.6545  0.10
H  0.0228  -1.3316  -0.9213  0.09
H  0.8322  0.7169  -1.8541  0.11
H  2.4119  0.5333  -1.0809  0.11
H  -1.3920  0.7053  0.0016  0.00
H  1.1819  2.3108  0.4943  0.11

Calculated values
* total energy: -7391.223 eV
* Kohn-Sham gap (spin up / spin down): 7.96 / 8.16 eV



Q: Among the records above, which one has the highest total energy?
A: C5H10O



Q: Among the records above, which one has the lowest total energy?
A: C33H49AsGeN2O9PZn



Q: Among the records above, which one has the lowest total energy?
A: C33H49AsGeN2O9PZn



Q: Which value of total energy does entry 1 give?
A: -31116.754 eV